{"formula": "C5H10AsN9O4S5SeSiTc", "method": "ωB97M-V/def2-TZVPD", "energy_ha": -7988.8786, "e_lumo_ev": -0.3, "homo_energy_ev": -5.86, "largest_force_ev_per_a": 0.089, "e_above_lowest_kcal_mol": 25.5, "total_charge": -1, "gap_ev": 5.60, "species": ["Tc", "N", "C", "N", "N", "N", "N", "C", "N", "N", "N", "N", "H", "O", "S", "O", "O", "O", "S", "As", "S", "S", "S", "C", "Si", "C", "C", "Se", "H", "H", "H", "H", "H", "H", "H", "H", "H"], "positions_angstrom": [[0.55, -0.88, 1.03], [3.96, -1.35, 0.94], [3.29, -1.74, 2.08], [3.87, -2.27, 3.13], [2.86, -2.47, 4.01], [1.74, -2.08, 3.53], [1.97, -1.60, 2.28], [3.42, -0.54, -0.01], [4.08, 0.00, -1.02], [3.14, 0.70, -1.70], [2.00, 0.60, -1.14], [2.14, -0.17, -0.03], [4.96, -1.49, 0.93], [-1.21, 1.68, 1.71], [-0.37, 0.96, 2.88], [-0.73, 1.61, 4.09], [-0.71, -0.49, 2.78], [1.02, 1.02, 2.40], [-1.19, -2.44, -2.94], [-1.03, -3.20, -1.02], [-1.55, -1.59, 0.48], [1.02, -2.75, -0.16], [-1.70, -5.05, -0.43], [-2.60, 3.30, -1.08], [-2.06, 1.55, -1.46], [-1.04, 1.40, -3.00], [-3.48, 0.38, -1.35], [-0.28, 1.40, 0.12], [-3.37, 3.60, -1.79], [-1.77, 4.00, -1.15], [-3.02, 3.37, -0.07], [-1.67, 1.60, -3.87], [-0.65, 0.38, -3.09], [-0.20, 2.10, -3.01], [-4.28, 0.79, -1.99], [-3.87, 0.28, -0.34], [-3.21, -0.61, -1.74]]}

{"formula": "C9H17O5P", "method": "ωB97M-V/def2-TZVPD", "energy_ha": -1070.5672, "e_lumo_ev": [5.5, 5.5], "homo_energy_ev": [0.36, -0.17], "largest_force_ev_per_a": 4.657, "e_above_lowest_kcal_mol": 22.0, "total_charge": -2, "gap_ev": [5.11, 5.65], "species": ["C", "C", "C", "C", "C", "C", "C", "C", "C", "O", "O", "O", "O", "O", "P", "H", "H", "H", "H", "H", "H", "H", "H", "H", "H", "H", "H", "H", "H", "H", "H", "H"], "positions_angstrom": [[1.03, 0.71, 0.71], [1.52, -1.59, 0.33], [1.25, -0.68, 2.83], [0.17, 2.96, -1.92], [1.32, 0.82, -2.68], [-1.44, -2.60, -0.04], [-0.66, -0.92, 1.34], [0.79, -0.65, 1.35], [0.16, 1.43, -1.91], [-1.31, -0.79, -2.06], [-2.64, 1.30, -1.57], [1.72, 1.60, 1.17], [-1.31, 0.97, -3.89], [-0.94, -2.34, 1.27], [-1.50, 0.69, -2.39], [2.47, -1.06, 0.06], [1.01, -1.52, -0.68], [1.83, -2.52, 0.62], [0.57, -1.36, 3.39], [2.29, -0.98, 2.93], [1.28, 0.38, 2.98], [0.81, 3.29, -1.07], [0.72, 3.30, -2.72], [-0.88, 3.31, -1.82], [1.32, 1.07, -3.70], [1.18, -0.24, -2.40], [2.26, 1.21, -2.29], [-1.59, -3.71, -0.14], [-0.78, -2.11, -0.76], [-2.43, -2.31, -0.31], [-0.99, -0.48, 0.39], [-0.98, -0.56, 2.26]]}

{"formula": "C20H7F5N5PtS3", "method": "ωB97M-V/def2-TZVPD", "energy_ha": -2852.9642, "e_lumo_ev": [-4.0, -7.1], "homo_energy_ev": [-12.06, -12.41], "largest_force_ev_per_a": 0.893, "spin_multiplicity": 5, "total_charge": 1, "gap_ev": [8.03, 5.28], "species": ["Pt", "S", "C", "C", "N", "C", "S", "C", "N", "F", "C", "C", "F", "C", "F", "C", "S", "C", "F", "C", "F", "N", "C", "C", "C", "C", "C", "C", "C", "N", "C", "C", "N", "C", "H", "H", "H", "H", "H", "H", "H"], "positions_angstrom": [[-0.01, 0.50, 0.32], [0.21, 0.62, 2.73], [-0.43, 2.17, 2.97], [-0.80, 2.50, 4.32], [-1.13, 2.74, 5.40], [-0.59, 3.11, 1.95], [-0.14, 2.89, 0.35], [-1.15, 4.40, 2.27], [-1.62, 5.43, 2.49], [6.03, -0.44, 3.76], [5.08, -0.46, 2.86], [4.78, -1.64, 2.20], [5.45, -2.74, 2.50], [3.80, -1.65, 1.26], [3.52, -2.79, 0.65], [3.07, -0.48, 0.93], [1.96, -0.54, -0.35], [3.40, 0.70, 1.63], [2.77, 1.83, 1.39], [4.39, 0.72, 2.58], [4.69, 1.83, 3.22], [-9.13, -2.54, -4.65], [-8.27, -2.17, -3.97], [-7.21, -1.72, -3.10], [-7.52, -1.07, -1.90], [-6.51, -0.65, -1.06], [-5.19, -0.88, -1.40], [-4.88, -1.51, -2.59], [-5.88, -1.93, -3.44], [-4.13, -0.45, -0.52], [-4.27, 0.08, 0.75], [-3.02, 0.34, 1.20], [-2.11, -0.02, 0.21], [-2.82, -0.49, -0.80], [-8.56, -0.90, -1.64], [-6.78, -0.14, -0.14], [-3.85, -1.69, -2.88], [-5.64, -2.42, -4.37], [-5.22, 0.22, 1.25], [-2.72, 0.74, 2.15], [-2.41, -0.86, -1.72]]}

{"formula": "C22H37O3SiTc", "method": "ωB97M-V/def2-TZVPD", "energy_ha": -1456.1477, "e_lumo_ev": [-4.2, -5.1], "homo_energy_ev": [-11.29, -11.81], "largest_force_ev_per_a": 3.160, "spin_multiplicity": 4, "total_charge": 1, "gap_ev": [7.05, 6.74], "species": ["O", "C", "C", "H", "H", "C", "H", "H", "C", "H", "H", "H", "C", "H", "H", "H", "Tc", "C", "C", "C", "H", "C", "C", "H", "H", "H", "H", "C", "C", "C", "H", "C", "C", "H", "H", "H", "H", "O", "C", "C", "H", "H", "C", "H", "H", "C", "H", "H", "H", "H", "C", "Si", "C", "C", "O", "H", "H", "H", "H", "H", "H", "H", "H", "H"], "positions_angstrom": [[-0.22, -0.49, -2.41], [-0.58, 0.55, -3.40], [-0.19, -0.28, -4.60], [0.01, 1.46, -3.29], [-1.66, 0.76, -3.37], [-0.10, -1.41, -3.54], [0.80, -0.04, -5.00], [-0.95, -0.44, -5.36], [1.24, -2.11, -3.66], [2.06, -1.44, -3.39], [1.35, -2.42, -4.71], [1.28, -3.02, -3.06], [-1.30, -2.33, -3.61], [-2.21, -1.74, -3.76], [-1.43, -2.90, -2.70], [-1.19, -3.03, -4.45], [-0.33, -1.02, 0.65], [-2.31, -1.58, 1.15], [-2.74, -0.41, 1.89], [-3.04, 0.60, 0.95], [-2.92, -0.38, 2.96], [-2.70, 0.16, -0.34], [-2.22, -1.21, -0.27], [-2.27, -1.93, -1.09], [-2.39, -2.59, 1.54], [-3.52, 1.55, 1.19], [-2.89, 0.67, -1.27], [0.38, -2.85, 1.67], [-0.35, -3.15, 0.48], [0.33, -2.55, -0.62], [-1.20, -3.80, 0.35], [1.53, -1.92, -0.11], [1.54, -2.09, 1.30], [2.31, -1.73, 1.97], [0.11, -3.20, 2.67], [0.06, -2.65, -1.64], [2.28, -1.43, -0.71], [2.81, 3.34, -1.94], [2.19, 2.40, -1.03], [0.76, 2.90, -0.69], [2.76, 2.29, -0.09], [2.16, 1.41, -1.52], [0.55, 4.15, -1.58], [0.74, 3.28, 0.35], [0.02, 2.10, -0.81], [1.99, 4.52, -1.98], [0.06, 4.93, -1.02], [0.00, 3.88, -2.47], [2.33, 5.28, -1.25], [2.08, 4.94, -2.99], [2.07, 0.30, 4.38], [0.23, 0.20, 3.96], [-0.54, -1.04, 5.18], [-0.43, 1.84, 4.63], [0.01, -0.02, 2.35], [2.23, 0.15, 5.46], [2.44, 1.30, 4.11], [2.66, -0.44, 3.83], [-0.19, -0.77, 6.19], [-1.64, -0.99, 5.18], [-0.23, -2.08, 4.99], [0.28, 2.65, 4.41], [-1.39, 2.11, 4.18], [-0.57, 1.81, 5.72]]}

{"formula": "CH3BrO3", "method": "ωB97M-V/def2-TZVPD", "energy_ha": -2839.4908, "e_lumo_ev": 0.6, "homo_energy_ev": -10.56, "largest_force_ev_per_a": 3.494, "e_above_lowest_kcal_mol": 75.4, "smiles": "OO[C@@H](O)Br", "gap_ev": 11.19, "species": ["O", "O", "C", "O", "Br", "H", "H", "H"], "positions_angstrom": [[1.51, 1.26, 0.15], [0.12, 1.13, 0.38], [-0.37, -0.11, -0.10], [-0.15, -1.54, 0.35], [-2.20, 0.19, -0.07], [1.59, 1.15, -0.83], [0.00, -0.30, -1.17], [-0.50, -1.80, 1.29]]}

{"formula": "C86H185N9O12", "method": "ωB97M-V/def2-TZVPD", "energy_ha": -4782.9203, "e_lumo_ev": 0.4, "homo_energy_ev": -8.32, "largest_force_ev_per_a": 3.273, "smiles": "CC1(C)CCCC(C)(C)N1O.CC1(C)CCCC(C)(C)N1O.CC1(C)CCCC(C)(C)N1O.CC1(C)CCCC(C)(C)N1O.CC1(C)CCCC(C)(C)N1O.CC1(C)CCCC(C)(C)N1O.CC1(C)CCCC(C)(C)N1O.CC1(C)CCCC(C)(C)N1O.CC1(C)CCCC(C)(C)N1O.CC(C)O.OCCO", "gap_ev": 8.68, "species": ["C", "C", "C", "C", "C", "C", "C", "C", "C", "N", "O", "H", "H", "H", "H", "H", "H", "H", "H", "H", "H", "H", "H", "H", "H", "H", "H", "H", "H", "H", "C", "C", "C", "C", "C", "C", "C", "C", "C", "N", "O", "H", "H", "H", "H", "H", "H", "H", "H", "H", "H", "H", "H", "H", "H", "H", "H", "H", "H", "H", "C", "C", "C", "C", "C", "C", "C", "C", "C", "N", "O", "H", "H", "H", "H", "H", "H", "H", "H", "H", "H", "H", "H", "H", "H", "H", "H", "H", "H", "H", "C", "C", "C", "C", "C", "C", "C", "C", "C", "N", "O", "H", "H", "H", "H", "H", "H", "H", "H", "H", "H", "H", "H", "H", "H", "H", "H", "H", "H", "H", "C", "C", "C", "C", "C", "C", "C", "C", "C", "N", "O", "H", "H", "H", "H", "H", "H", "H", "H", "H", "H", "H", "H", "H", "H", "H", "H", "H", "H", "H", "C", "C", "C", "C", "C", "C", "C", "C", "C", "N", "O", "H", "H", "H", "H", "H", "H", "H", "H", "H", "H", "H", "H", "H", "H", "H", "H", "H", "H", "H", "C", "C", "C", "C", "C", "C", "C", "C", "C", "N", "O", "H", "H", "H", "H", "H", "H", "H", "H", "H", "H", "H", "H", "H", "H", "H", "H", "H", "H", "H", "C", "C", "C", "C", "C", "C", "C", "C", "C", "N", "O", "H", "H", "H", "H", "H", "H", "H", "H", "H", "H", "H", "H", "H", "H", "H", "H", "H", "H", "H", "C", "C", "C", "C", "C", "C", "C", "C", "C", "N", "O", "H", "H", "H", "H", "H", "H", "H", "H", "H", "H", "H", "H", "H", "H", "H", "H", "H", "H", "H", "C", "C", "C", "O", "H", "H", "H", "H", "H", "H", "H", "H", "O", "C", "C", "O", "H", "H", "H", "H", "H", "H"], "positions_angstrom": [[-2.33, -1.08, 4.78], [-1.16, -0.66, 5.77], [0.21, -1.11, 5.27], [-1.23, 0.82, 5.91], [-0.42, 1.32, 7.09], [-1.02, 0.72, 8.38], [-0.90, -0.79, 8.41], [0.51, -1.30, 8.56], [-1.73, -1.43, 9.52], [-1.59, -1.28, 7.13], [-1.47, -2.69, 7.08], [-3.37, -0.78, 5.14], [-2.27, -0.67, 3.73], [-2.19, -2.15, 4.68], [0.99, -0.57, 5.79], [0.27, -2.21, 5.41], [0.41, -0.88, 4.23], [-0.88, 1.26, 4.97], [-2.23, 1.17, 6.05], [0.60, 0.95, 6.95], [-0.52, 2.37, 7.22], [-2.10, 0.93, 8.28], [-0.61, 1.09, 9.32], [0.60, -2.38, 8.40], [0.76, -1.06, 9.66], [1.23, -0.87, 7.86], [-1.69, -0.73, 10.38], [-1.37, -2.40, 9.88], [-2.80, -1.61, 9.29], [-2.38, -2.99, 7.13], [-3.84, 2.07, -3.64], [-4.96, 2.84, -4.28], [-5.57, 3.80, -3.27], [-4.49, 3.59, -5.53], [-5.62, 4.00, -6.44], [-6.42, 2.80, -6.86], [-7.10, 2.19, -5.67], [-8.16, 3.05, -5.00], [-7.77, 0.88, -6.08], [-5.97, 1.85, -4.74], [-6.45, 1.12, -3.65], [-4.08, 1.34, -2.81], [-3.44, 1.45, -4.45], [-2.99, 2.73, -3.33], [-4.87, 4.40, -2.69], [-6.16, 4.62, -3.72], [-6.18, 3.36, -2.48], [-3.89, 4.45, -5.20], [-3.83, 2.93, -6.11], [-6.31, 4.70, -5.92], [-5.25, 4.51, -7.29], [-5.73, 2.10, -7.29], [-7.03, 3.18, -7.67], [-7.90, 4.13, -4.81], [-8.42, 2.65, -4.01], [-9.09, 3.06, -5.62], [-8.59, 1.17, -6.81], [-8.19, 0.26, -5.28], [-6.97, 0.31, -6.57], [-7.07, 1.64, -3.15], [2.79, 3.68, -1.17], [2.35, 4.21, -2.51], [1.66, 5.55, -2.19], [3.66, 4.42, -3.35], [3.35, 4.56, -4.82], [2.43, 3.49, -5.40], [1.16, 3.29, -4.59], [0.10, 4.43, -4.81], [0.49, 2.01, -4.99], [1.53, 3.13, -3.15], [0.35, 2.98, -2.33], [1.94, 3.34, -0.58], [3.53, 2.87, -1.24], [3.26, 4.48, -0.57], [0.69, 5.39, -1.74], [2.38, 6.07, -1.57], [1.52, 6.17, -3.05], [4.17, 5.35, -3.02], [4.29, 3.53, -3.20], [2.72, 5.49, -4.95], [4.22, 4.70, -5.39], [2.94, 2.51, -5.55], [2.14, 3.88, -6.44], [-0.31, 4.21, -5.80], [0.48, 5.45, -4.74], [-0.67, 4.27, -4.08], [0.27, 2.21, -6.05], [-0.43, 1.84, -4.41], [1.20, 1.19, -4.87], [0.48, 2.15, -1.84], [8.64, 0.33, -1.37], [7.40, 0.41, -0.48], [6.98, 1.86, -0.28], [6.23, -0.24, -1.19], [6.17, -1.80, -1.13], [6.26, -2.21, 0.34], [7.62, -1.74, 0.97], [7.58, -2.14, 2.48], [8.76, -2.48, 0.30], [7.56, -0.24, 0.85], [8.69, 0.23, 1.47], [9.57, 0.55, -0.86], [8.68, -0.65, -1.88], [8.51, 1.13, -2.12], [6.34, 2.21, -1.06], [6.43, 2.04, 0.66], [7.86, 2.49, -0.18], [5.33, -0.03, -0.60], [6.05, 0.13, -2.21], [5.24, -2.17, -1.59], [6.98, -2.21, -1.73], [6.20, -3.30, 0.32], [5.40, -1.79, 0.85], [6.65, -1.75, 2.96], [8.45, -1.83, 3.06], [7.51, -3.24, 2.60], [8.73, -3.59, 0.36], [9.70, -2.03, 0.76], [8.80, -2.23, -0.76], [8.29, 0.93, 2.01], [0.18, 0.26, 1.55], [1.10, -0.69, 0.82], [2.49, -0.38, 1.21], [0.84, -2.16, 1.10], [-0.46, -2.63, 0.43], [-0.41, -2.39, -0.99], [-0.23, -0.94, -1.34], [0.06, -0.88, -2.85], [-1.45, -0.08, -1.13], [1.08, -0.56, -0.69], [1.37, 0.78, -0.96], [0.20, 1.24, 1.07], [-0.86, -0.03, 1.61], [0.46, 0.36, 2.55], [3.22, -1.10, 0.89], [2.71, 0.66, 0.95], [2.48, -0.45, 2.28], [1.76, -2.57, 0.71], [0.87, -2.33, 2.20], [-0.61, -3.67, 0.67], [-1.30, -2.14, 0.88], [-1.21, -2.78, -1.62], [0.54, -2.82, -1.38], [-0.80, -1.35, -3.38], [0.96, -1.42, -3.02], [0.03, 0.16, -3.24], [-2.03, -0.09, -0.15], [-2.15, -0.35, -1.95], [-1.17, 0.97, -1.36], [2.00, 0.68, -1.73], [-1.56, 2.75, 2.76], [-1.94, 4.23, 3.12], [-2.31, 4.21, 4.60], [-0.70, 5.09, 3.01], [-0.32, 5.31, 1.55], [-1.47, 5.95, 0.82], [-2.84, 5.16, 0.84], [-4.03, 6.21, 0.52], [-2.77, 4.10, -0.21], [-3.02, 4.86, 2.30], [-4.23, 4.12, 2.57], [-2.31, 2.01, 3.14], [-1.53, 2.62, 1.70], [-0.57, 2.49, 3.18], [-1.45, 3.86, 5.11], [-2.52, 5.18, 5.10], [-3.19, 3.53, 4.77], [-0.89, 6.13, 3.50], [0.08, 4.65, 3.53], [0.56, 5.93, 1.38], [-0.12, 4.36, 1.05], [-1.08, 6.31, -0.15], [-1.73, 6.88, 1.38], [-4.98, 5.67, 0.40], [-3.90, 6.79, -0.38], [-4.09, 6.99, 1.26], [-1.84, 3.51, -0.15], [-2.73, 4.59, -1.19], [-3.54, 3.30, -0.22], [-4.16, 3.24, 2.14], [2.93, -7.29, -4.72], [1.69, -7.04, -5.60], [1.88, -7.90, -6.90], [0.45, -7.26, -4.74], [0.11, -6.17, -3.76], [-0.17, -4.90, -4.56], [1.16, -4.51, -5.23], [0.87, -3.35, -6.16], [2.25, -3.95, -4.32], [1.60, -5.63, -6.12], [2.76, -5.20, -6.83], [2.92, -6.85, -3.72], [3.15, -8.39, -4.65], [3.85, -6.97, -5.19], [1.77, -8.91, -6.58], [1.09, -7.59, -7.62], [2.89, -7.76, -7.31], [-0.41, -7.46, -5.40], [0.63, -8.21, -4.28], [-0.76, -6.46, -3.15], [0.96, -6.01, -3.05], [-0.55, -4.03, -3.97], [-0.89, -5.10, -5.42], [1.77, -2.89, -6.60], [0.32, -2.62, -5.56], [0.17, -3.68, -6.96], [2.64, -4.70, -3.60], [1.80, -3.16, -3.67], [3.08, -3.47, -4.86], [2.51, -5.35, -7.76], [-4.27, -5.80, -0.98], [-5.04, -4.51, -0.73], [-4.77, -3.45, -1.79], [-6.54, -4.89, -0.75], [-6.80, -5.80, 0.41], [-6.41, -5.12, 1.76], [-4.96, -4.68, 1.87], [-4.88, -3.78, 3.10], [-3.92, -5.80, 2.05], [-4.71, -3.85, 0.60], [-3.35, -3.39, 0.74], [-3.22, -5.76, -1.14], [-4.47, -6.55, -0.23], [-4.57, -6.20, -1.92], [-5.53, -2.73, -1.50], [-3.74, -2.99, -1.87], [-5.09, -3.86, -2.77], [-7.09, -3.96, -0.44], [-6.99, -5.10, -1.74], [-7.86, -6.00, 0.52], [-6.30, -6.74, 0.25], [-6.70, -5.75, 2.66], [-7.09, -4.26, 1.80], [-5.05, -4.46, 3.97], [-5.72, -3.06, 3.07], [-3.92, -3.29, 3.05], [-4.39, -6.81, 1.97], [-3.53, -5.86, 3.10], [-3.13, -5.84, 1.36], [-2.74, -4.15, 0.76], [4.35, 2.39, 5.68], [5.25, 3.16, 4.66], [6.73, 3.04, 5.03], [5.22, 2.56, 3.23], [3.86, 2.88, 2.64], [3.61, 4.36, 2.51], [3.77, 5.10, 3.85], [3.93, 6.66, 3.54], [2.60, 4.90, 4.79], [5.04, 4.61, 4.47], [5.20, 5.36, 5.62], [4.91, 1.57, 6.18], [4.12, 3.21, 6.39], [3.43, 1.90, 5.23], [6.93, 1.95, 4.92], [7.25, 3.68, 4.33], [6.91, 3.42, 6.00], [6.00, 3.00, 2.61], [5.46, 1.48, 3.16], [3.82, 2.63, 1.58], [3.13, 2.29, 3.21], [2.61, 4.52, 2.07], [4.48, 4.70, 1.92], [3.01, 6.93, 3.02], [4.78, 6.65, 2.84], [4.27, 7.36, 4.31], [1.62, 5.24, 4.34], [2.75, 5.52, 5.64], [2.49, 3.84, 5.05], [5.93, 5.99, 5.49], [0.12, -6.40, 0.48], [1.59, -6.76, 0.30], [2.39, -5.50, 0.50], [1.90, -7.76, 1.24], [-0.22, -5.72, -0.36], [-0.02, -5.87, 1.46], [-0.43, -7.31, 0.51], [1.75, -7.25, -0.69], [2.11, -4.70, -0.21], [3.48, -5.71, 0.46], [2.20, -5.15, 1.53], [1.52, -7.47, 2.08], [-5.41, -1.06, 0.77], [-5.27, -0.13, -0.30], [-5.02, 1.31, 0.33], [-3.96, 1.24, 1.31], [-5.18, -1.95, 0.53], [-4.44, -0.34, -0.97], [-6.15, -0.16, -0.95], [-5.91, 1.65, 0.85], [-4.78, 1.93, -0.52], [-4.09, 0.42, 1.82]]}